Entry 1:
Formula: C28H36As2SiZr
Source: OMol25
Level of theory: ωB97M-V with the def2-TZVPD basis set

CARTESIAN COORDINATES (ANGSTROEM)
C (1.042, 2.548, 2.117)
C (1.257, 2.848, 0.733)
C (-0.034, 2.954, 0.094)
H (2.230, 3.032, 0.270)
C (-1.046, 2.714, 1.095)
C (-0.387, 2.450, 2.343)
H (-0.863, 2.376, 3.322)
H (1.808, 2.556, 2.904)
H (-0.208, 3.174, -0.963)
H (-2.117, 2.837, 0.956)
Zr (0.173, 0.706, 0.638)
C (0.648, -3.541, -1.961)
H (1.475, -2.818, -2.108)
H (-0.153, -3.219, -2.627)
H (0.334, -3.569, -0.885)
Si (0.141, 0.346, -2.561)
C (1.518, -0.052, -3.891)
C (2.427, 1.003, -4.070)
H (2.279, 1.966, -3.566)
C (3.565, 0.854, -4.868)
H (4.267, 1.673, -4.939)
C (3.846, -0.341, -5.522)
H (4.774, -0.472, -6.081)
C (2.909, -1.370, -5.427)
H (3.106, -2.306, -5.939)
C (1.739, -1.233, -4.648)
H (1.040, -2.076, -4.649)
C (-1.107, 1.321, -3.700)
C (-0.918, 1.624, -5.079)
H (0.017, 1.386, -5.589)
C (-1.920, 2.237, -5.884)
H (-1.754, 2.384, -6.965)
C (-3.146, 2.643, -5.317)
H (-3.919, 3.137, -5.932)
C (-3.347, 2.385, -3.946)
H (-4.320, 2.631, -3.508)
C (-2.322, 1.813, -3.159)
H (-2.524, 1.746, -2.089)
H (0.989, -4.535, -2.234)
H (-0.057, -1.254, -2.185)
C (2.932, 0.249, 3.894)
As (1.465, -0.486, 2.822)
C (2.192, -2.303, 2.817)
C (0.175, -0.807, 4.308)
C (0.602, -1.024, 5.618)
C (-0.342, -1.184, 6.655)
C (-1.700, -1.166, 6.363)
C (-2.135, -0.998, 5.030)
C (-1.198, -0.812, 4.011)
As (-1.748, -0.552, 2.107)
C (-3.588, 0.067, 2.362)
C (-2.185, -2.421, 1.694)
H (3.706, 0.561, 3.185)
H (3.331, -0.523, 4.561)
H (2.583, 1.108, 4.473)
H (2.365, -2.631, 3.851)
H (1.473, -2.963, 2.320)
H (3.138, -2.274, 2.264)
H (1.662, -1.065, 5.862)
H (-0.001, -1.334, 7.680)
H (-2.436, -1.290, 7.156)
H (-3.201, -1.014, 4.809)
H (-3.727, 0.498, 3.361)
H (-3.751, 0.833, 1.597)
H (-4.276, -0.777, 2.203)
H (-1.526, -3.092, 2.260)
H (-3.239, -2.611, 1.939)
H (-2.014, -2.544, 0.618)

Summary:
* LUMO energy: -0.3049 Eh
* gap between HOMO and LUMO: 0.17699 hartree
* ΔE to the lowest compared entry with this formula, charge and spin: 1.137 eV
* total energy: -160436.9911 eV
* net charge: +2

=====

Entry 2:
Formula: C28H36AsBCrF3N2O4PS
Source: OMol25
Level of theory: ωB97M-V with the def2-TZVPD basis set

CARTESIAN COORDINATES (ANGSTROEM)
Cr (-15.932, -8.634, 1.735)
C (-17.106, -11.751, -1.114)
As (-17.952, -10.172, -0.338)
C (-18.547, -10.865, 1.445)
C (-19.451, -9.595, -1.405)
S (-16.458, -8.420, -0.443)
H (-17.889, -12.439, -1.475)
H (-16.443, -12.129, -0.300)
H (-16.475, -11.528, -1.953)
H (-17.884, -11.628, 1.801)
H (-19.602, -11.292, 1.238)
H (-18.680, -10.018, 2.140)
H (-19.143, -9.184, -2.351)
H (-19.977, -8.790, -0.854)
H (-20.071, -10.495, -1.519)
F (-13.285, -12.392, 1.590)
C (-14.441, -12.780, 2.162)
F (-14.143, -13.770, 3.053)
F (-15.168, -13.351, 1.200)
C (-15.215, -11.490, 2.776)
O (-15.277, -11.472, 3.996)
O (-15.664, -10.692, 1.893)
C (-14.900, -9.848, 7.283)
O (-13.974, -9.568, 6.267)
C (-13.255, -10.592, 5.760)
C (-13.423, -11.934, 5.963)
C (-12.663, -12.899, 5.350)
C (-11.696, -12.499, 4.404)
C (-11.549, -11.140, 4.074)
C (-12.243, -10.195, 4.819)
N (-11.936, -8.825, 4.670)
C (-11.243, -8.222, 3.665)
C (-11.549, -8.426, 2.305)
C (-10.441, -8.367, 1.383)
C (-10.677, -8.584, 0.052)
C (-11.907, -9.100, -0.403)
C (-12.942, -9.275, 0.537)
C (-12.914, -8.761, 1.849)
O (-13.876, -8.477, 2.641)
H (-15.224, -8.828, 7.685)
H (-14.430, -10.366, 8.141)
H (-15.742, -10.438, 6.913)
H (-14.335, -12.297, 6.487)
H (-12.786, -13.970, 5.521)
H (-11.102, -13.235, 3.898)
H (-10.808, -10.834, 3.261)
H (-12.415, -8.239, 5.285)
H (-10.408, -7.554, 3.956)
H (-9.469, -8.044, 1.740)
H (-9.827, -8.366, -0.633)
H (-12.080, -9.287, -1.471)
H (-13.878, -9.755, 0.190)
C (-14.395, -5.230, 2.607)
P (-15.430, -6.138, 1.317)
C (-14.443, -5.794, -0.206)
C (-16.921, -5.099, 1.166)
C (-17.513, -5.116, -0.076)
C (-18.789, -4.546, -0.214)
C (-19.344, -3.769, 0.826)
C (-18.718, -3.814, 2.048)
C (-17.468, -4.368, 2.211)
H (-14.756, -5.616, 3.536)
H (-14.556, -4.178, 2.551)
H (-13.326, -5.547, 2.430)
H (-14.071, -4.782, -0.201)
H (-15.136, -6.040, -1.019)
H (-13.607, -6.444, -0.329)
H (-17.036, -5.647, -0.884)
H (-19.250, -4.614, -1.189)
H (-20.241, -3.249, 0.635)
H (-19.216, -3.340, 2.903)
H (-16.947, -4.339, 3.181)
B (-18.806, -8.495, 5.669)
C (-17.814, -8.509, 4.459)
N (-17.104, -8.733, 3.531)
H (-18.079, -8.713, 6.620)
H (-19.227, -7.344, 5.789)
H (-19.710, -9.264, 5.442)

Summary:
* LUMO energy (alpha / beta): -0.1797 / -0.1526 Eh
* gap between HOMO and LUMO (alpha / beta): 0.18766 / 0.21481 hartree
* multiplicity: 4
* total energy: -158995.5176 eV
* net charge: +1

=====

Entry 3:
Formula: C28H36AuN4O5S2
Source: OMol25
Level of theory: ωB97M-V with the def2-TZVPD basis set

CARTESIAN COORDINATES (ANGSTROEM)
Au (0.203, 0.681, 0.729)
C (5.776, -0.418, 0.111)
C (5.226, 0.724, 0.955)
N (4.350, 0.275, 2.046)
C (4.990, -0.110, 3.323)
C (5.130, -1.616, 3.491)
C (3.046, 0.130, 1.892)
S (2.398, 0.379, 0.288)
N (2.352, -0.259, 2.974)
C (1.142, -0.762, 2.938)
O (0.358, -0.899, 1.900)
C (0.587, -1.314, 4.186)
C (-0.786, -1.542, 4.286)
C (-1.313, -2.049, 5.461)
C (-0.475, -2.337, 6.530)
C (0.893, -2.112, 6.433)
C (1.426, -1.597, 5.266)
H (6.395, -0.013, -0.689)
H (4.972, -0.998, -0.343)
H (6.394, -1.090, 0.706)
H (4.661, 1.423, 0.337)
H (6.037, 1.286, 1.415)
H (4.403, 0.316, 4.132)
H (5.968, 0.368, 3.323)
H (4.157, -2.103, 3.458)
H (5.585, -1.829, 4.459)
H (5.765, -2.050, 2.720)
H (-1.428, -1.301, 3.451)
H (-2.377, -2.220, 5.545)
H (-0.890, -2.739, 7.446)
H (1.541, -2.339, 7.269)
H (2.487, -1.414, 5.175)
C (-6.323, 4.108, -0.922)
C (-4.851, 3.976, -0.659)
C (-4.308, 4.312, 0.578)
C (-2.949, 4.175, 0.819)
C (-2.130, 3.713, -0.201)
C (-2.642, 3.364, -1.446)
C (-3.999, 3.506, -1.664)
S (-0.414, 3.605, 0.163)
C (0.242, 4.798, -0.987)
O (0.147, 2.303, -0.506)
H (-6.879, 4.275, -0.001)
H (-6.713, 3.207, -1.397)
H (-6.516, 4.947, -1.593)
H (-4.957, 4.669, 1.368)
H (-2.533, 4.407, 1.793)
H (-1.995, 2.968, -2.220)
H (-4.412, 3.241, -2.628)
H (-0.091, 4.541, -1.990)
H (1.327, 4.764, -0.913)
H (-0.134, 5.777, -0.690)
C (-5.020, 0.510, -2.771)
C (-4.883, -0.807, -2.021)
C (-4.083, -0.712, -0.724)
C (-4.095, -2.084, 0.031)
C (-3.612, -3.272, -0.792)
C (-4.737, 0.241, 0.259)
O (-5.921, 0.456, 0.318)
N (-3.879, 0.793, 1.211)
C (-2.519, 0.767, 1.098)
O (-1.789, 1.264, 1.992)
N (-1.922, 0.260, 0.022)
C (-2.613, -0.373, -0.992)
O (-2.057, -0.718, -2.010)
H (-5.548, 0.357, -3.713)
H (-4.038, 0.927, -3.009)
H (-5.588, 1.235, -2.187)
H (-4.382, -1.535, -2.656)
H (-5.870, -1.202, -1.774)
H (-5.124, -2.248, 0.361)
H (-3.484, -1.990, 0.934)
H (-4.334, -3.546, -1.561)
H (-3.483, -4.136, -0.140)
H (-2.659, -3.067, -1.279)
H (-4.292, 1.317, 1.969)

Summary:
* LUMO energy: -0.1712 Eh
* gap between HOMO and LUMO: 0.25724 hartree
* ΔE to the lowest compared entry with this formula, charge and spin: 0.000 eV
* total energy: -71176.0603 eV
* net charge: +1